No. 1
Here is the molecule C10H16SSi from the Open Molecules 2025 dataset. Energies are from the ωB97M-V functional and the def2-TZVPD basis.

## Properties
**Relative energy (zero: lowest compared OMol25 entry of this formula, charge and spin)**: 790.88 kJ/mol
**E**: -29334.9953 eV
**HOMO (spin up / spin down)**: -0.2217 / -0.2050 hartree
**Kohn-Sham gap (spin up / spin down)**: 3.541 / 2.715 eV
**LUMO level (spin up / spin down)**: -2.49 / -2.86 eV
**Net charge**: 0
**Multiplicity**: 1

Element x y z (Å)
C 1.68155 -4.22076 0.78709
C -3.24732 3.41868 0.75266
C 0.26189 0.78286 -2.75680
C 1.57313 -3.18088 -0.03179
C -3.11427 2.34205 -0.12758
C -0.87460 1.34720 -2.29661
C 0.84890 0.50071 0.91050
C 0.67687 -0.99991 0.64424
C -0.44752 1.28899 1.04316
C 2.01962 -1.79360 0.44343
Si -1.50027 1.52939 -0.51445
S 3.02895 -1.02363 -0.83203
H 1.42352 -5.25991 0.58131
H 2.01568 -4.08034 1.81118
H -4.22228 3.81912 1.07132
H -2.38058 3.48886 1.39101
H 0.58176 1.04630 -3.77647
H 0.91859 0.06711 -2.26973
H 1.17470 -3.00699 -1.07586
H -4.01769 2.25716 -0.72563
H -1.52521 1.68775 -3.13713
H 1.66664 0.53251 1.74066
H 1.48968 0.97563 0.20383
H 0.38742 -1.57702 1.50495
H 0.10244 -1.06085 -0.17522
H -0.99320 0.59880 1.81602
H -0.22966 2.30168 1.64277
H 2.70125 -1.78092 1.37518

No. 2
Here is the molecule C19H21N5O3 from the Open Molecules 2025 dataset. Energies are from the ωB97M-V functional and the def2-TZVPD basis.

## Properties
**Relative energy (zero: lowest compared OMol25 entry of this formula, charge and spin)**: 513.25 kJ/mol
**E**: -33634.1564 eV
**HOMO**: -0.2943 hartree
**Kohn-Sham gap**: 7.478 eV
**LUMO level**: -0.53 eV
**Net charge**: 0
**Multiplicity**: 1
**SMILES**: CN(C)CCNc1ccc(-c2nn(C)c(=O)c3ccccc23)cc1[N+](=O)[O-]

Element x y z (Å)
C -5.59525 -1.05312 1.05994
N -6.29040 0.21409 0.99256
C -6.34379 0.86945 2.27954
C -5.89227 1.07071 -0.09833
C -4.43657 1.58191 -0.09830
N -3.54350 0.54929 -0.55422
C -2.20922 0.54448 -0.44736
C -1.50575 1.63555 0.11369
C -0.14554 1.62541 0.24781
C 0.62202 0.52074 -0.16035
C 2.08354 0.56132 -0.02727
N 2.63564 1.69478 -0.32874
N 3.95190 1.84580 -0.29529
C 4.44233 3.15688 -0.65785
C 4.86890 0.85740 0.00522
O 6.06391 1.08691 -0.04926
C 4.26635 -0.41673 0.40048
C 5.09396 -1.46703 0.80110
C 4.54440 -2.65276 1.23060
C 3.15905 -2.79330 1.29161
C 2.32940 -1.76940 0.89512
C 2.86732 -0.56949 0.41200
C -0.03232 -0.54468 -0.73878
C -1.42436 -0.55869 -0.88436
N -1.98614 -1.70923 -1.48116
O -1.25060 -2.64036 -1.75584
O -3.19855 -1.74347 -1.70009
H -6.12986 -1.70192 1.75389
H -5.59816 -1.52562 0.07947
H -4.55620 -0.96286 1.40991
H -6.87814 0.22300 2.97516
H -5.35242 1.08202 2.70950
H -6.89312 1.80495 2.18690
H -6.55686 1.93881 -0.08590
H -6.06949 0.52652 -1.03118
H -4.16120 1.89773 0.91308
H -4.37145 2.45742 -0.75796
H -3.95238 -0.24725 -1.03746
H -2.06317 2.50242 0.42872
H 0.36497 2.47670 0.66995
H 4.89998 3.63682 0.20857
H 5.20106 3.05771 -1.43421
H 3.60079 3.74421 -1.01435
H 6.16156 -1.31137 0.76917
H 5.18155 -3.46858 1.53682
H 2.73126 -3.71507 1.65723
H 1.25954 -1.88365 0.97179
H 0.51441 -1.38948 -1.12994

No. 3
Here is the molecule C4H8N2O from the Open Molecules 2025 dataset. Energies are from the ωB97M-V functional and the def2-TZVPD basis.

## Properties
**Relative energy (zero: lowest compared OMol25 entry of this formula, charge and spin)**: 474.17 kJ/mol
**E**: -9301.4788 eV
**HOMO (spin up / spin down)**: -0.3029 / -0.3033 hartree
**Kohn-Sham gap (spin up / spin down)**: 7.576 / 7.585 eV
**LUMO level (spin up / spin down)**: -0.67 / -0.67 eV
**Net charge**: 0
**Multiplicity**: 1

Element x y z (Å)
C 1.50417 0.28952 0.93808
C 0.23479 0.56943 0.24821
C -0.06296 1.39722 -0.95141
N -0.88308 0.23352 -1.38925
C -1.03161 -0.17409 0.18670
O -1.86111 0.54982 0.85844
N -1.04630 -1.59372 0.36630
H 2.22921 -0.07340 0.19505
H 1.92657 1.20285 1.37349
H 1.35998 -0.48727 1.69274
H -0.68804 2.27027 -0.77269
H 0.79786 1.66409 -1.57586
H -0.27402 -0.42545 -1.87978
H -1.15110 -2.09191 -0.51058
H -1.83219 -1.81537 0.96983

No. 4
Here is the molecule C20H31N3O2 from the Open Molecules 2025 dataset. Energies are from the ωB97M-V functional and the def2-TZVPD basis.

## Properties
**Relative energy (zero: lowest compared OMol25 entry of this formula, charge and spin)**: 174.79 kJ/mol
**E**: -29809.1665 eV
**HOMO**: -0.3276 hartree
**Kohn-Sham gap**: 9.749 eV
**LUMO level**: 0.84 eV
**Net charge**: 0
**Multiplicity**: 1
**SMILES**: CCCCCCC/C(C)=N/NC(=O)CC(=O)NCCc1ccccc1

Element x y z (Å)
C 4.93269 -4.90386 -4.41927
C 3.62848 -4.43283 -3.78693
C 3.46735 -4.97164 -2.36735
C 2.10967 -4.64836 -1.74119
C 1.81467 -3.15756 -1.56931
C 2.80421 -2.44872 -0.64821
C 2.36080 -1.01309 -0.33692
C 1.10512 -0.97997 0.48297
C 1.20581 -1.38613 1.91766
N 0.05233 -0.63319 -0.13678
N -1.17431 -0.54689 0.48044
C -1.47937 0.13017 1.61005
O -0.69176 0.71625 2.32665
C -2.98885 0.13735 1.86947
C -3.59107 0.97788 0.75563
O -3.74359 0.52871 -0.36521
N -3.89098 2.24109 1.10761
C -4.19905 3.26224 0.13294
C -2.97547 4.15585 -0.13288
C -2.54227 4.83700 1.13497
C -1.60339 4.24574 1.97311
C -1.25252 4.84614 3.17015
C -1.83485 6.04483 3.54425
C -2.76935 6.64206 2.71485
C -3.12214 6.03956 1.52058
H 5.78451 -4.57032 -3.83003
H 4.96136 -5.99015 -4.47450
H 5.03628 -4.50674 -5.42648
H 2.78707 -4.76968 -4.39683
H 3.61432 -3.34196 -3.77271
H 4.26849 -4.57975 -1.73807
H 3.57895 -6.05897 -2.39275
H 2.05724 -5.13123 -0.76161
H 1.32523 -5.08542 -2.36399
H 0.81134 -3.05224 -1.15159
H 1.80931 -2.66479 -2.54208
H 2.90390 -3.01586 0.27994
H 3.78654 -2.40746 -1.12086
H 2.18389 -0.48144 -1.27201
H 3.15183 -0.50326 0.21757
H 1.08158 -0.51085 2.55711
H 0.40031 -2.07817 2.16710
H 2.16487 -1.84992 2.12854
H -1.93460 -0.66903 -0.18601
H -3.37723 -0.87871 1.80661
H -3.17760 0.55665 2.85582
H -3.60172 2.57457 2.01560
H -5.03132 3.86653 0.50535
H -4.50027 2.75032 -0.78296
H -2.16708 3.53417 -0.52188
H -3.24316 4.89419 -0.88980
H -1.13652 3.31226 1.69163
H -0.52274 4.37191 3.80914
H -1.55995 6.51439 4.47718
H -3.22466 7.57957 2.99929
H -3.85236 6.50877 0.87599

Maximum force (computed, eV Å⁻¹): 4.85 1.34 0.29 0.94